[1]
Below is C5H7N2O4 as an isolated structure, with properties calculated with ωB97M-V/def2-TZVPD.

Properties
⟨S²⟩   2.008
HOMO-LUMO gap (spin up / spin down)   6.7 / 7.8 eV
Maximum force   4.305 eV Å⁻¹
HOMO energy (spin up / spin down)   -3.11 / -5.39 eV

```
! wB97M-V def2-TZVPD RIJCOSX def2/J DEFGRID3
* xyz -1 3
C 1.0539 1.3978 -0.2766
C 2.0920 -1.0037 0.0786
C -1.3867 -0.3071 -0.8685
C -2.0260 -0.2050 0.6409
C 0.9544 -0.0607 -0.3100
N -0.0500 -0.6425 -0.9765
N -1.1967 0.5088 1.6041
O 2.1998 1.7704 0.2850
O 1.9514 -2.2276 -0.1838
O 0.2909 2.0720 -0.9632
O 3.1447 -0.5095 0.6336
H -1.9443 -0.9920 -1.3454
H -1.4318 0.5976 -1.3888
H -3.0528 0.3046 0.7145
H -2.0026 -1.2540 1.1209
H 0.0886 -1.6840 -1.1120
H -1.4669 1.4791 1.6348
H 2.7821 0.7559 0.7123
*
```



[2]
Below is C27H19MnN3O4 as an isolated structure, with properties calculated with ωB97M-V/def2-TZVPD.

Properties
⟨S²⟩   6.088
HOMO-LUMO gap (spin up / spin down)   6.2 / 6.3 eV
Maximum force   2.070 eV Å⁻¹
Energy relative to the best compared isomer or geometry (same formula, charge and spin)   19.6 kJ/mol
HOMO energy (spin up / spin down)   -10.97 / -11.18 eV

```
! wB97M-V def2-TZVPD RIJCOSX def2/J DEFGRID3
* xyz 1 5
Mn -0.0619 -0.2791 0.0308
C 3.0164 -1.3064 -0.4116
O 2.0220 -0.2884 -0.5204
C 2.4615 1.0154 -0.7065
C 3.7811 1.3887 -0.8959
C 4.0918 2.7338 -1.0556
C 3.0980 3.6989 -1.0319
C 1.7767 3.3311 -0.8752
C 1.4400 1.9871 -0.7047
N 0.1327 1.5338 -0.4927
N -0.7903 2.4181 -0.5759
C -2.0815 2.2251 -0.3614
C -2.6402 0.9228 -0.0551
O -1.8796 -0.1071 -0.0141
C -4.0305 0.8175 0.2023
C -4.8317 1.9191 0.2161
C -4.3299 3.2114 -0.0840
C -5.1707 4.3397 -0.0845
C -4.6882 5.5706 -0.4588
C -3.3490 5.7086 -0.8311
C -2.4950 4.6298 -0.7935
C -2.9600 3.3650 -0.4174
H 3.6896 -1.1028 0.4280
H 3.5855 -1.3911 -1.3432
H 2.4854 -2.2410 -0.2320
H 4.5732 0.6579 -0.9101
H 5.1215 3.0207 -1.1949
H 3.3528 4.7431 -1.1242
H 0.9898 4.0675 -0.8643
H -4.4192 -0.1692 0.4104
H -5.8841 1.8184 0.4430
H -6.2052 4.2239 0.2013
H -5.3379 6.4322 -0.4722
H -2.9802 6.6677 -1.1607
H -1.4562 4.7326 -1.0642
O -0.0865 -1.9587 3.7537
C 0.0168 -1.6569 2.5899
O 0.2398 -0.5184 2.0695
C -0.0892 -2.7732 1.5150
C -0.0944 -4.1300 1.8647
C -0.0761 -5.0702 0.8683
C -0.0659 -4.6565 -0.4813
C -0.0112 -5.5509 -1.5712
C -0.0257 -5.0788 -2.8558
C -0.0991 -3.6997 -3.1131
C -0.1352 -2.8048 -2.0797
C -0.1111 -3.2615 -0.7471
N -0.1099 -2.3511 0.2613
H -0.0901 -4.3862 2.9124
H -0.0527 -6.1249 1.0964
H 0.0384 -6.6101 -1.3676
H 0.0148 -5.7690 -3.6821
H -0.1246 -3.3554 -4.1341
H -0.1952 -1.7241 -2.2465
*
```



[3]
Below is C30H52As2CsF3N5O6PS as an isolated structure, with properties calculated with ωB97M-V/def2-TZVPD.

Properties
HOMO-LUMO gap   5.8 eV
Maximum force   3.264 eV Å⁻¹
Energy relative to the best compared isomer or geometry (same formula, charge and spin)   112.1 kJ/mol
HOMO energy   -2.02 eV

```
! wB97M-V def2-TZVPD RIJCOSX def2/J DEFGRID3
* xyz -2 1
Cs 0.0413 -0.2540 0.0478
N 3.2044 -1.2938 0.6254
C 3.0248 -2.3395 -0.4022
C 1.5678 -2.8150 -0.4301
O 1.0023 -2.8665 0.7130
N 1.0838 -3.1202 -1.5998
C -0.3004 -3.6408 -1.6095
C -1.2990 -2.4917 -1.7776
O -1.6885 -2.2426 -2.9491
O -1.6159 -1.8350 -0.7411
H 4.0278 -1.4690 1.1853
H 2.4130 -1.4095 1.2556
H 3.6329 -3.2297 -0.1983
H 3.2933 -1.9714 -1.3915
H -0.5482 -4.1875 -0.6935
H -0.4058 -4.2975 -2.4725
C -3.9870 1.6594 3.3013
As -2.5199 0.4794 2.7589
C -3.6197 -0.6728 1.5666
C -2.6082 -0.7517 4.3147
C -3.3442 -0.4611 5.4648
C -3.3861 -1.3570 6.5263
C -2.6987 -2.5615 6.4446
C -1.9538 -2.8491 5.3069
C -1.8843 -1.9513 4.2413
As -0.7251 -2.2557 2.6306
C -1.3306 -4.0731 2.2336
C 0.8618 -2.7064 3.6975
H -4.8675 1.0848 3.5929
H -4.2088 2.2653 2.4223
H -3.6752 2.3022 4.1244
H -4.2836 -1.2779 2.1849
H -2.9850 -1.3160 0.9520
H -4.2138 -0.0398 0.9054
H -3.8922 0.4692 5.5361
H -3.9605 -1.1114 7.4123
H -2.7336 -3.2699 7.2645
H -1.4072 -3.7848 5.2578
H -1.5120 -4.6404 3.1465
H -0.5475 -4.5273 1.6312
H -2.2449 -4.0119 1.6434
H 0.6425 -3.5052 4.4075
H 1.1746 -1.8185 4.2471
H 1.6348 -3.0155 2.9981
F 3.2022 6.3562 0.9209
C 3.9491 5.2400 0.9957
F 4.0135 4.8836 2.2910
F 5.2165 5.6389 0.6674
C 3.4712 4.1314 0.0914
C 4.3478 3.6543 -0.8650
C 3.9705 2.6375 -1.7261
C 2.6966 2.1264 -1.5474
N 1.8435 2.5526 -0.6244
C 2.1641 3.5768 0.2140
S 0.9737 4.1292 1.3528
H 5.3334 4.0910 -0.9445
H 4.6297 2.2484 -2.4902
H 2.3271 1.3277 -2.1892
C -5.3001 3.6528 -0.7265
C -3.7951 3.8306 -0.5666
C -3.1632 4.1385 -1.9199
C -3.5122 4.9559 0.4196
N -3.3154 2.5612 0.0108
N -1.9104 2.4533 0.2256
H -5.7639 4.5720 -1.0956
H -5.7537 3.3847 0.2306
H -5.5233 2.8573 -1.4467
H -3.6533 5.0022 -2.3812
H -3.2582 3.2768 -2.5867
H -2.1006 4.3713 -1.8226
H -3.9045 5.9008 0.0302
H -2.4400 5.0896 0.5841
H -3.9894 4.7521 1.3826
H -3.5387 1.8073 -0.6299
H -1.5877 3.1196 0.9167
H -1.3776 2.6154 -0.6275
C 1.2974 -0.3216 -5.3965
C -0.1125 -0.8509 -5.2326
O -0.9666 0.1762 -4.7000
P -0.9702 0.3280 -3.0610
O -2.5211 0.8613 -2.8229
C -3.6876 0.0352 -2.8911
C -4.3466 0.1982 -4.2424
O -0.3065 1.8209 -2.9650
C -0.5579 2.9160 -3.8432
C 0.2234 4.1009 -3.3225
H 1.9485 -1.0892 -5.8255
H 1.7206 -0.0400 -4.4295
H 1.3163 0.5576 -6.0460
H -0.1376 -1.7255 -4.5827
H -0.5405 -1.1341 -6.1949
H -4.3530 0.3787 -2.0928
H -3.4254 -1.0004 -2.6867
H -4.6154 1.2429 -4.4208
H -5.2563 -0.4099 -4.2938
H -3.6669 -0.1208 -5.0344
H -1.6297 3.1184 -3.8851
H -0.2401 2.6443 -4.8534
H -0.0167 4.3138 -2.2782
H 0.0101 4.9925 -3.9219
H 1.2960 3.9012 -3.3606
*
```



[4]
Below is one molecule with the formula C22H23NO4, with properties calculated with ωB97M-V/def2-TZVPD.

Properties
HOMO-LUMO gap   7.7 eV
Maximum force   1.009 eV Å⁻¹
Energy relative to the best compared isomer or geometry (same formula, charge and spin)   38.8 kJ/mol
HOMO energy   -8.24 eV

```
! wB97M-V def2-TZVPD RIJCOSX def2/J DEFGRID3
* xyz 0 1
C 7.1951 -1.3613 -1.1503
C 6.0865 -2.3594 -0.8323
C 4.6873 -1.8555 -1.2147
C 3.8828 -1.2817 -0.0467
C 4.4936 -0.0220 0.5596
H 5.4569 -0.2616 1.0103
H 4.6583 0.7195 -0.2234
C 3.5994 0.5906 1.6475
C 2.3006 1.0859 1.0868
C 1.1290 0.3827 1.2330
C -0.0798 0.8380 0.6863
C -0.0817 2.0468 -0.0277
C 1.0928 2.7724 -0.1843
C 2.2739 2.3002 0.3642
O 3.4306 2.9845 0.2355
H 3.2836 3.8022 -0.2565
H 1.0653 3.7016 -0.7345
O -1.2128 2.5394 -0.5752
C -2.4187 1.9151 -0.4750
O -3.3594 2.4680 -1.0112
C -2.4615 0.6587 0.2585
C -1.3199 0.1592 0.8076
H -1.3763 -0.7763 1.3472
C -3.7199 -0.1403 0.4554
O -3.6811 -1.1861 1.0781
N -4.8243 0.4053 -0.1024
C -6.1345 -0.0723 -0.0952
C -6.5151 -1.2590 0.5255
C -7.8385 -1.6591 0.4861
C -8.7913 -0.8936 -0.1639
C -8.4138 0.2878 -0.7822
C -7.0960 0.6981 -0.7498
H -6.7981 1.6191 -1.2307
H -9.1498 0.8921 -1.2921
H -9.8221 -1.2138 -0.1898
H -8.1259 -2.5809 0.9700
H -5.7756 -1.8561 1.0319
H -4.6846 1.2882 -0.5943
H 1.1256 -0.5454 1.7841
H 4.1308 1.4301 2.0992
H 3.4033 -0.1566 2.4176
H 3.7872 -2.0450 0.7297
H 2.8766 -1.0495 -0.4056
H 4.7767 -1.0976 -1.9956
H 4.1116 -2.6844 -1.6326
H 6.1073 -2.6025 0.2318
H 6.2964 -3.2824 -1.3771
H 7.2274 -1.1618 -2.2194
H 7.0406 -0.4188 -0.6328
H 8.1613 -1.7623 -0.8507
*
```



[5]
Below is C48H120F2K2NO36P8S2 as an isolated structure, with properties calculated with ωB97M-V/def2-TZVPD.

Properties
HOMO-LUMO gap   5.8 eV
Maximum force   7.802 eV Å⁻¹
Energy relative to the best compared isomer or geometry (same formula, charge and spin)   570.4 kJ/mol
HOMO energy   -11.04 eV

```
! wB97M-V def2-TZVPD RIJCOSX def2/J DEFGRID3
* xyz 1 1
K -0.7611 5.8743 -3.1191
K -1.2072 2.0314 -7.2036
N -0.1546 0.9449 -2.6491
S -1.3829 0.4562 -1.6081
O -1.2606 0.8382 -0.2325
O -2.0677 -0.8046 -1.9197
F -2.4284 1.5995 -2.1565
S 0.9977 0.1006 -2.0902
O 0.8215 -1.3706 -2.0757
O 1.8887 0.7680 -1.1258
F 1.9480 0.1909 -3.3691
C 2.0822 -9.0594 -1.2167
C 1.8053 -10.5520 -0.6891
O 0.4790 -10.4791 -0.2791
P -0.3434 -11.8112 0.2349
O 0.0632 -13.0902 -0.3273
O -0.1298 -11.6897 1.8388
C -0.6101 -12.7026 2.7038
C -0.8836 -12.1907 4.0745
O -1.8802 -11.4607 0.0069
C -2.5175 -11.0763 -1.2034
C -2.1581 -12.0240 -2.3539
H 3.0778 -8.9020 -1.6314
H 1.4529 -8.8814 -2.0887
H 1.9346 -8.2856 -0.4634
H 1.8837 -11.1415 -1.6026
H 2.5674 -10.8850 0.0154
H -1.5589 -13.0702 2.3129
H 0.1087 -13.5140 2.5897
H -1.3458 -13.0538 4.5536
H 0.0098 -11.7385 4.5050
H -1.7422 -11.5213 4.0204
H -3.5946 -11.2108 -1.1036
H -2.2649 -10.0474 -1.4595
H -1.1207 -11.7823 -2.5854
H -2.2180 -13.0875 -2.1228
H -2.9099 -11.9123 -3.1352
C 5.6160 11.1866 -4.7006
C 5.2595 9.9554 -3.8173
O 6.3095 9.0284 -3.8976
P 6.1334 7.4900 -3.3304
O 4.6682 7.1897 -3.1295
O 6.8716 6.6153 -4.5262
C 6.0224 5.9370 -5.4364
C 6.8287 6.0215 -6.6736
O 7.1224 7.4187 -2.0499
C 7.4062 6.2001 -1.4047
C 6.4037 6.0317 -0.2032
H 4.9046 12.0111 -4.6524
H 6.6224 11.5247 -4.4537
H 5.5349 10.7591 -5.7000
H 5.1595 10.1410 -2.7479
H 4.3365 9.4757 -4.1428
H 5.8057 4.8949 -5.2018
H 5.0670 6.4158 -5.6513
H 7.7309 5.4299 -6.5180
H 6.2951 5.5778 -7.5141
H 7.0378 7.0578 -6.9390
H 7.3557 5.3431 -2.0764
H 8.4651 6.2982 -1.1657
H 6.3835 6.8254 0.5436
H 5.3972 6.0477 -0.6213
H 6.5793 5.0586 0.2554
C -11.7041 9.8625 -5.0431
C -11.2150 8.7876 -3.9870
O -11.5647 9.0979 -2.6249
P -12.2020 7.8884 -1.7715
O -12.6337 8.2315 -0.4010
O -11.1602 6.6758 -1.8532
C -10.2473 6.5327 -0.8374
C -9.8457 5.0804 -0.6742
O -13.4410 7.3961 -2.7631
C -14.4555 8.3920 -3.1029
C -15.8674 8.0006 -2.8623
H -11.0726 9.8123 -5.9300
H -12.6079 9.6080 -5.5967
H -11.8396 10.8784 -4.6718
H -11.4174 7.7414 -4.2163
H -10.1338 8.7123 -3.8711
H -9.3529 7.1251 -1.0304
H -10.6995 6.7300 0.1346
H -9.2083 4.9437 0.1994
H -10.6929 4.4509 -0.4021
H -9.3736 4.7294 -1.5918
H -14.2352 9.3056 -2.5507
H -14.2594 8.6430 -4.1453
H -16.3995 7.6519 -3.7474
H -15.8166 7.1426 -2.1920
H -16.4882 8.7804 -2.4212
C 6.7652 -2.6020 2.2352
C 8.2273 -2.9550 2.4653
O 9.0858 -2.2399 1.5966
P 10.5471 -2.8532 1.2981
O 11.2738 -3.4406 2.4546
O 11.3065 -1.5562 0.5565
C 12.6678 -1.5244 0.2983
C 13.0554 -2.7600 -0.3713
O 10.1925 -3.8674 -0.0017
C 10.5946 -5.1950 0.0670
C 9.4623 -6.0510 0.5529
H 5.9653 -3.1465 2.7369
H 6.6183 -1.5669 2.5437
H 6.4228 -2.6352 1.2009
H 8.4996 -2.5864 3.4543
H 8.3589 -4.0329 2.5585
H 12.9593 -0.6458 -0.2772
H 13.1036 -1.3824 1.2873
H 12.5677 -3.0842 -1.2906
H 14.1382 -2.7742 -0.4955
H 12.8231 -3.5653 0.3257
H 11.0879 -5.6319 -0.8013
H 11.4315 -5.2362 0.7641
H 8.9787 -6.5525 -0.2854
H 9.9287 -6.7475 1.2497
H 8.6805 -5.4910 1.0660
C 0.0009 6.7214 3.2371
C 0.5894 8.1022 3.6608
O -0.3463 9.0819 3.6832
P -0.9451 9.8018 2.3148
O -1.5003 8.9754 1.2547
O -1.9348 10.8922 2.9640
C -2.9327 10.4746 3.9037
C -2.7168 11.3412 5.0506
O 0.2844 10.6756 1.6976
C 0.9984 11.5696 2.5066
C 0.7302 13.0190 2.1393
H 0.6446 5.8450 3.1618
H -0.7648 6.4574 3.9665
H -0.4904 6.7586 2.2649
H 1.1588 7.9951 4.5841
H 1.3523 8.4702 2.9747
H -3.9258 10.5971 3.4713
H -2.6307 9.4468 4.1048
H -2.9864 12.3923 4.9477
H -3.3820 11.0555 5.8654
H -1.6676 11.3609 5.3456
H 0.8014 11.4068 3.5662
H 2.0452 11.2772 2.4237
H -0.3042 13.2171 2.4202
H 1.3704 13.7483 2.6357
H 0.6878 13.1584 1.0590
C -4.8723 -6.0416 8.2538
C -4.3132 -4.6411 7.8177
O -3.5058 -4.7432 6.6607
P -2.0387 -4.1918 6.7396
O -1.1997 -4.7969 7.7725
O -1.5649 -4.3993 5.2320
C -1.7540 -5.6700 4.6317
C -3.0123 -5.4753 3.6984
O -2.2125 -2.5846 6.9022
C -3.1240 -1.9031 6.0663
C -3.7085 -0.7704 6.9467
H -5.2876 -6.0217 9.2614
H -5.6260 -6.3147 7.5152
H -4.1657 -6.8711 8.2248
H -5.0997 -3.8992 7.6790
H -3.7784 -4.1281 8.6170
H -0.8408 -5.9364 4.0995
H -1.9095 -6.5024 5.3181
H -3.0368 -4.5030 3.2064
H -3.0957 -6.3231 3.0185
H -3.9753 -5.6124 4.1903
H -2.4597 -1.5661 5.2705
H -3.7944 -2.5810 5.5382
H -2.9673 -0.2783 7.5763
H -4.3182 -0.0243 6.4371
H -4.4121 -1.2890 7.5979
C -14.9399 -0.7977 4.6265
C -13.5220 -0.3382 4.0940
O -13.0424 -1.2230 3.0812
P -11.7267 -2.1562 3.3547
O -10.8278 -1.7052 4.4807
O -11.0465 -2.0812 1.8530
C -9.7884 -2.6089 1.5878
C -9.9279 -3.4783 0.2879
O -12.3245 -3.6517 3.4633
C -12.4913 -4.2518 4.7178
C -11.1658 -5.0403 4.9523
H -15.3994 -0.1551 5.3775
H -15.5883 -0.9801 3.7695
H -14.9717 -1.7596 5.1383
H -13.6771 0.6649 3.6966
H -12.7723 -0.3502 4.8853
H -9.1315 -1.8243 1.2125
H -9.3162 -3.2446 2.3369
H -10.6962 -4.2065 0.5479
H -10.4284 -2.8784 -0.4722
H -9.0568 -3.9625 -0.1535
H -12.6800 -3.4672 5.4506
H -13.3316 -4.9422 4.6456
H -10.2474 -4.5988 4.5655
H -11.0562 -5.3000 6.0052
H -11.1470 -6.0466 4.5340
C 9.6662 -1.9954 -6.4902
C 10.6392 -3.1869 -6.3254
O 11.3265 -3.6216 -7.5029
P 12.5210 -4.7410 -7.4616
O 13.0225 -5.2631 -8.7991
O 12.0200 -5.7476 -6.3044
C 11.2703 -6.9361 -6.6427
C 12.1308 -8.1784 -6.7012
O 13.6858 -3.9195 -6.6887
C 14.4490 -3.0280 -7.3638
C 14.7522 -1.7359 -6.5958
H 10.2028 -1.2513 -7.0789
H 8.7010 -2.1983 -6.9543
H 9.3462 -1.5696 -5.5392
H 11.3346 -2.8399 -5.5611
H 10.2021 -4.0407 -5.8077
H 10.6509 -7.0379 -5.7516
H 10.6124 -6.7546 -7.4927
H 11.6125 -9.1299 -6.8198
H 13.0028 -7.9666 -7.3199
H 12.6574 -8.2865 -5.7530
H 15.3457 -3.5018 -7.7632
H 13.9481 -2.6386 -8.2501
H 13.7705 -1.2747 -6.4876
H 15.1361 -1.9386 -5.5960
H 15.5286 -1.0790 -6.9879
*
```